# 1
87
Properties=species:S:1:pos:R:3 method="wB97M-V/def2-TZVPD" e_above_lowest_kj_mol=60.0 fmax_ev_per_a=1.42 total_charge=-1
Ir -0.2964 -1.1382 0.6289
C 3.1361 -1.6219 0.2123
N 1.9690 -1.4518 1.0602
C 2.1111 -1.5716 2.3291
C 0.9861 -1.3855 3.1790
C 0.8490 -1.2856 4.5600
C -0.4948 -0.9711 4.7960
C -1.1225 -0.9054 3.5511
N -0.2306 -1.1739 2.5839
C 3.0217 -2.7971 -0.7295
C 2.9112 -4.0905 -0.2309
C 2.8015 -5.1692 -1.0906
C 2.8186 -4.9671 -2.4656
C 2.9412 -3.6829 -2.9719
C 3.0410 -2.6033 -2.1034
H 4.0275 -1.7501 0.8408
H 3.2694 -0.7146 -0.3781
H 3.0835 -1.7896 2.7765
H 1.6374 -1.3992 5.2872
H -0.9728 -0.8186 5.7499
H -2.1544 -0.6973 3.3210
H 2.8682 -4.2513 0.8406
H 2.6722 -6.1648 -0.6872
H 2.7243 -5.8104 -3.1381
H 2.9476 -3.5190 -4.0425
H 3.1277 -1.5965 -2.4963
C 1.1857 2.3003 -3.7675
C 1.0719 1.6217 -2.4054
C 0.5131 0.2141 -2.5936
C 2.4371 1.5723 -1.7256
O 0.1799 2.4193 -1.6456
Si -0.1865 2.3437 -0.0324
O -0.5750 0.9012 0.4921
O -1.4079 3.4366 0.1534
C -2.7952 3.2980 -0.1147
C -3.0462 2.4285 -1.3452
C -3.3278 4.7053 -0.3557
C -3.4650 2.6786 1.1132
O 1.0893 3.0874 0.7036
C 1.4345 3.0868 2.0836
C 2.4338 4.2227 2.2696
C 2.0761 1.7538 2.4422
C 0.1985 3.3189 2.9518
H 1.8284 1.7258 -4.4377
H 1.5965 3.3039 -3.6482
H 0.1957 2.3869 -4.2178
H 1.1771 -0.3959 -3.2078
H -0.4653 0.2575 -3.0713
H 0.3985 -0.2858 -1.6261
H 3.1615 1.0433 -2.3501
H 2.3572 1.0659 -0.7616
H 2.7938 2.5852 -1.5359
H -2.4810 2.8087 -2.1973
H -4.1098 2.4134 -1.5892
H -2.7180 1.4078 -1.1494
H -2.8491 5.1427 -1.2334
H -3.1074 5.3369 0.5062
H -4.4082 4.6838 -0.5130
H -2.9422 1.7599 1.3805
H -4.5134 2.4460 0.9145
H -3.4065 3.3648 1.9607
H 3.2860 4.0756 1.6039
H 2.7922 4.2505 3.3007
H 1.9696 5.1806 2.0291
H 3.0038 1.6164 1.8796
H 1.3923 0.9486 2.1858
H 2.2953 1.6966 3.5104
H -0.3253 4.2185 2.6254
H 0.4859 3.4247 3.9996
H -0.4860 2.4721 2.8631
C -2.4076 -1.2047 0.4857
C -2.7951 -2.0393 -0.6719
C -2.7306 -1.5281 -1.9700
C -2.9510 -2.3383 -3.0749
C -3.2811 -3.6749 -2.9062
C -3.4063 -4.1845 -1.6182
C -3.1708 -3.3772 -0.5198
H -2.7508 -1.5903 1.4431
H -2.6120 -0.1455 0.3489
H -2.4864 -0.4819 -2.1084
H -2.8582 -1.9229 -4.0719
H -3.4349 -4.3144 -3.7663
H -3.6708 -5.2242 -1.4689
H -3.2366 -3.7949 0.4783
Se -0.2749 -5.8289 1.5030
C -0.2001 -4.1972 0.8041
N -0.1434 -3.1497 0.2864

---

# 2
16
Properties=species:S:1:pos:R:3 method="wB97M-V/def2-TZVPD" e_above_lowest_kj_mol=130.7 fmax_ev_per_a=1.26
O -1.6594 -1.4055 -0.1049
C -1.0245 -0.3284 0.5618
C -0.0789 -0.9368 1.5790
C 1.2022 -0.9270 1.1869
S 1.5281 -0.1343 -0.3535
C -0.1472 0.5399 -0.3348
C -0.3270 2.0292 -0.3516
C -0.6954 1.1997 -1.5645
H -2.1769 -1.0144 -0.8265
H -1.7727 0.2753 1.0446
H -0.4362 -1.4120 2.4687
H 1.9944 -1.3796 1.7383
H 0.5677 2.6608 -0.4139
H -1.1168 2.4579 0.2407
H -0.0708 1.2953 -2.4263
H -1.7381 1.0509 -1.7913

---

# 3
80
Properties=species:S:1:pos:R:3 method="wB97M-V/def2-TZVPD" fmax_ev_per_a=8.56 total_charge=+1
C 0.4794 -0.8939 6.6168
C 0.3863 -2.3116 6.0496
C 1.6040 -2.7245 5.2213
Cl 1.5878 -4.4960 4.9959
C 1.6179 -1.9690 3.9029
C 2.9150 -1.6863 3.1859
N 2.5955 -1.2979 2.0202
C 1.1449 -1.2935 1.7350
C 0.7307 -2.4206 2.7136
H -0.3876 -0.6917 7.2433
H 0.4661 -0.1233 5.8406
H 1.3857 -0.7254 7.2010
H 0.2661 -2.9911 6.8915
H -0.5191 -2.3913 5.4430
H 2.5030 -2.4479 5.7747
H 1.2485 -0.9486 4.0930
H 3.9314 -1.7443 3.5516
H 3.2774 -0.9969 1.3181
H 1.0225 -1.6185 0.7058
H 0.6560 -0.3527 1.9725
H 1.0016 -3.3934 2.3120
H -0.2965 -2.3733 3.0647
O 3.1588 0.9092 0.0150
P 2.6189 1.9366 -0.9642
N 4.1123 2.3812 -1.7284
C 4.3731 3.6464 -2.3942
C 4.7573 1.2903 -2.4665
N 2.1885 3.1273 0.2164
C 2.5929 4.5228 0.1376
C 2.2284 2.7202 1.6149
N 1.6874 2.8182 -2.1846
C 0.2974 3.1675 -1.8036
C 1.4916 2.0459 -3.4537
H 3.8265 3.7715 -3.3382
H 5.4357 3.7211 -2.6335
H 4.1556 4.5018 -1.7651
H 4.2439 1.0429 -3.4034
H 4.8079 0.3892 -1.8549
H 5.7822 1.5613 -2.7236
H 3.6621 4.6498 0.3431
H 2.0384 5.1145 0.8704
H 2.3518 4.9654 -0.8278
H 3.2557 2.6726 1.9989
H 1.7561 1.7508 1.7585
H 1.6703 3.4298 2.2299
H -0.2779 2.2741 -1.5472
H -0.2053 3.6851 -2.6216
H 0.2414 3.8531 -0.9648
H 1.0273 1.0783 -3.2559
H 2.4286 1.8882 -3.9864
H 0.8540 2.5974 -4.1412
O -1.6224 -0.4395 -2.6958
P -3.0103 -1.0432 -2.5274
N -3.4398 0.0300 -1.2151
C -4.3271 -0.2866 -0.1091
C -3.6596 1.4157 -1.6286
N -2.3728 -2.5334 -1.8856
C -2.7332 -3.0725 -0.5880
C -0.9567 -2.7966 -2.1108
N -4.6100 -1.7965 -2.4472
C -4.7022 -3.1449 -3.0793
C -5.6486 -1.0035 -3.1654
H -5.3828 -0.3843 -0.3982
H -4.2795 0.5092 0.6384
H -4.0382 -1.1933 0.4111
H -4.6055 1.5532 -2.1681
H -2.8494 1.7714 -2.2665
H -3.6921 2.0773 -0.7606
H -2.2954 -2.4871 0.2333
H -2.3718 -4.1009 -0.4953
H -3.8124 -3.1363 -0.4530
H -0.3196 -2.2019 -1.4402
H -0.6699 -2.5867 -3.1365
H -0.7385 -3.8539 -1.9375
H -4.4056 -3.1242 -4.1304
H -5.7303 -3.5048 -3.0137
H -4.0960 -3.8871 -2.5759
H -5.3687 -0.8054 -4.2015
H -5.8435 -0.0546 -2.6669
H -6.5956 -1.5400 -3.1649

---

# 4
12
Properties=species:S:1:pos:R:3 method="wB97M-V/def2-TZVPD" e_above_lowest_kj_mol=96.9 fmax_ev_per_a=0.68
O -0.8616 -1.5726 -0.8968
C -1.5054 -1.1006 0.0111
O -1.1292 -0.1402 0.8454
C 0.2515 0.2811 0.8646
C 0.8656 0.9478 -0.3596
O 1.1229 0.0923 -1.4366
H -2.5203 -1.4526 0.2307
H 0.3076 0.9977 1.6862
H 0.8750 -0.5841 1.1066
H 0.3066 1.8482 -0.6709
H 1.8334 1.2927 0.0258
H 0.4539 -0.6097 -1.4066

---

# 5
7
Properties=species:S:1:pos:R:3 method="wB97M-V/def2-TZVPD" e_above_lowest_kj_mol=461.0 fmax_ev_per_a=4.72
C -1.0973 -0.7378 0.0139
C -0.8213 0.5665 0.0054
C 0.2835 -0.3503 -0.0404
O 2.7041 1.1631 0.0315
S 1.8505 -0.7095 -0.0674
H -1.8121 -1.5231 0.0466
H -1.1074 1.5910 0.0104

---

# 6
9
Properties=species:S:1:pos:R:3 method="wB97M-V/def2-TZVPD" e_above_lowest_kj_mol=384.1 fmax_ev_per_a=4.82
C -1.6182 -0.2060 -0.3290
N 2.6533 0.8559 -0.3293
N -1.2572 -1.4125 0.2335
N 1.5985 0.4811 0.1093
N 0.7348 -0.0554 0.6371
O -2.6724 -0.8289 0.1350
O -1.2747 0.7351 -0.9372
H 2.5560 1.8232 -0.6728
H -0.7201 -1.3924 1.1533

---

# 7
26
Properties=species:S:1:pos:R:3 method="wB97M-V/def2-TZVPD" e_above_lowest_kj_mol=312.6 fmax_ev_per_a=4.45
C 0.9775 0.8808 0.0742
C 1.2787 -1.5864 -1.1606
C 2.0774 1.2407 -0.9074
C 1.3562 1.2991 1.4872
C 0.6688 -0.8977 0.0369
O 0.6392 -1.5137 1.0946
H 0.0724 1.4208 -0.2211
H 0.8921 -1.1869 -2.0977
H 2.3630 -1.4868 -1.1356
H 1.1024 -2.6617 -1.1228
H 2.9861 0.6856 -0.6706
H 1.6747 2.3436 1.5222
H 2.2917 2.3122 -0.8668
H 1.7856 1.0538 -1.9403
H 2.1755 0.6701 1.8411
H 0.5152 1.2276 2.1775
C -1.9429 -0.7075 -0.0943
C -2.6983 0.6055 -0.1819
N -2.4726 -1.5678 0.9074
H -2.5441 -1.1144 1.8121
H -1.9089 -2.4106 0.9875
H -1.9247 -1.2216 -1.0568
H -0.6931 -0.1985 0.1116
H -3.7484 0.4361 -0.4251
H -2.2548 1.2450 -0.9450
H -2.6689 1.1325 0.7738

---

# 8
102
Properties=species:S:1:pos:R:3 method="wB97M-V/def2-TZVPD" e_above_lowest_kj_mol=0.0 fmax_ev_per_a=0.34 spin_multiplicity=5 total_charge=+2
Ru -0.1038 -0.0565 0.3838
C 1.1247 2.8415 -1.4758
C 0.7643 2.9624 -0.0375
C 0.8186 4.0916 0.7689
C 0.5360 3.6440 2.0468
N 0.3140 2.3282 2.0022
N 0.4447 1.8958 0.7236
B 0.1712 1.3798 3.2309
N -1.2137 0.7149 3.2527
C -1.9083 0.2808 4.3152
C -2.9490 -0.4997 3.8671
C -2.8117 -0.5251 2.4782
C -3.7259 -1.1871 1.5049
N -1.7498 0.2068 2.1082
N 1.2084 0.2347 3.0463
C 1.9988 -0.3170 3.9677
C 2.4853 -1.5154 3.4772
C 1.9289 -1.6555 2.2147
C 2.2314 -2.7349 1.2366
N 1.1337 -0.5912 1.9571
N 0.4213 2.1776 4.4713
C -0.4449 2.9737 5.1614
C 0.2922 3.8120 5.9473
C 1.6426 3.4852 5.6649
C 2.8786 4.0914 6.2402
N 1.7112 2.5194 4.7678
H 0.7102 3.6643 -2.0569
H 2.2085 2.8814 -1.5949
H 0.7804 1.8995 -1.8994
H 1.0636 5.0957 0.4680
H 0.5015 4.1736 2.9858
H -1.6175 0.5527 5.3168
H -3.7126 -0.9763 4.4581
H -4.2262 -2.0320 1.9752
H -4.5039 -0.4995 1.1656
H -3.1833 -1.5538 0.6388
H 2.1757 0.1949 4.8982
H 3.1759 -2.1856 3.9601
H 3.3060 -2.7712 1.0489
H 1.9399 -3.7053 1.6411
H 1.7432 -2.5734 0.2861
H -1.5130 2.8912 5.0371
H -0.0772 4.5499 6.6395
H 2.8007 4.1826 7.3228
H 3.7446 3.4771 6.0021
H 3.0454 5.0912 5.8370
C 3.6121 0.6738 0.4856
O 2.7586 0.0575 -0.5014
C 3.0862 0.2509 -1.7897
C 4.1705 1.0297 -2.1830
C 4.4455 1.2491 -3.5223
C 3.6504 0.6941 -4.5287
C 2.5999 -0.0975 -4.1602
C 2.2742 -0.3528 -2.7992
N 1.2506 -1.2422 -2.6905
N 0.7196 -1.5770 -1.5597
C 0.0355 -2.7464 -1.5674
C -0.7415 -2.9296 -0.3341
O -0.8561 -1.9854 0.4940
C -1.4053 -4.1619 -0.0613
C -1.3846 -5.1315 -0.9939
C -0.6911 -4.9877 -2.2515
C -0.7424 -6.0452 -3.1525
C -0.0812 -5.9760 -4.3687
C 0.6528 -4.8405 -4.6730
C 0.7267 -3.7784 -3.7861
C 0.0417 -3.8081 -2.5581
H 3.5944 1.7596 0.3808
H 4.6293 0.2977 0.3858
H 3.2080 0.3999 1.4510
H 4.8140 1.4813 -1.4443
H 5.2963 1.8652 -3.7839
H 3.8766 0.8692 -5.5707
H 1.9714 -0.5755 -4.9008
H -1.9280 -4.2570 0.8802
H -1.9025 -6.0671 -0.8172
H -1.3044 -6.9327 -2.8896
H -0.1286 -6.8042 -5.0628
H 1.1885 -4.7784 -5.6107
H 1.3216 -2.9252 -4.0526
C -0.9493 1.1968 -4.0310
C -1.7220 1.7753 -2.8587
As -1.9588 0.6264 -1.2968
C -2.7692 -0.9435 -2.1327
C -3.9766 -0.6979 -3.0310
C -3.2318 1.7474 -0.3262
C -4.6267 1.9028 -0.9165
H -0.9886 1.8862 -4.8750
H -1.3695 0.2477 -4.3671
H 0.1005 1.0305 -3.7930
H -2.7502 1.9954 -3.1514
H -1.3021 2.7142 -2.5043
H -3.0041 -1.6660 -1.3524
H -1.9460 -1.3701 -2.7123
H -4.8606 -0.4243 -2.4602
H -4.2101 -1.6081 -3.5843
H -3.7937 0.0856 -3.7668
H -2.7049 2.7066 -0.2952
H -3.2676 1.3936 0.6988
H -4.6202 2.1993 -1.9651
H -5.1634 2.6767 -0.3671
H -5.2042 0.9834 -0.8275

---

# 9
84
Properties=species:S:1:pos:R:3 method="wB97M-V/def2-TZVPD" fmax_ev_per_a=1.38 total_charge=-1
Y 1.3054 -0.9020 0.7615
Cl 3.0494 1.4896 0.6800
C 2.2858 3.0039 0.2241
C 3.0571 4.1383 0.4493
C 2.5638 5.3762 0.0780
C 1.3137 5.4767 -0.5210
C 0.5649 4.3345 -0.7340
C 1.0268 3.0710 -0.3565
P 0.0264 1.5669 -0.6660
C -0.2411 1.7309 -2.4732
C -1.3399 2.3555 -3.0586
C -1.4291 2.4812 -4.4365
C -0.4160 1.9918 -5.2498
C 0.6881 1.3809 -4.6749
C 0.7735 1.2516 -3.2975
C -1.6087 2.0241 0.0189
C -2.7289 1.3203 -0.4186
C -3.9739 1.5307 0.1557
C -4.1173 2.4581 1.1779
C -3.0095 3.1727 1.6154
C -1.7649 2.9559 1.0422
H 4.0292 4.0381 0.9077
H 3.1609 6.2622 0.2502
H 0.9270 6.4406 -0.8223
H -0.4071 4.4150 -1.2055
H -2.1419 2.7456 -2.4431
H -2.2953 2.9620 -4.8728
H -0.4905 2.0824 -6.3254
H 1.4808 0.9848 -5.2948
H 1.6348 0.7685 -2.8617
H -2.6386 0.5908 -1.2160
H -4.8259 0.9643 -0.1957
H -5.0867 2.6262 1.6284
H -3.1103 3.9018 2.4090
H -0.9082 3.5083 1.4072
O -0.9973 -1.1123 1.7023
C -2.1192 -1.5071 1.3943
C -2.5512 -1.8559 0.0616
C -3.9069 -2.1344 -0.1236
C -4.3696 -2.3751 -1.3914
C -3.5075 -2.3561 -2.5018
C -2.1772 -2.0930 -2.3394
C -1.6369 -1.8278 -1.0397
O -0.4091 -1.5675 -0.8899
N -5.7928 -2.6468 -1.5913
O -6.1731 -2.8711 -2.7271
O -6.5354 -2.5491 -0.6299
H -2.8930 -1.5707 2.1816
H -4.5882 -2.1424 0.7168
H -3.9123 -2.5578 -3.4838
H -1.5020 -2.0786 -3.1840
F 4.4816 -2.8836 -2.1360
C 3.5421 -2.6396 -3.0309
F 3.4519 -3.6787 -3.8603
F 3.8884 -1.5601 -3.7495
S 1.8993 -2.2940 -2.2755
O 2.1290 -1.0868 -1.4519
O 1.0235 -2.1451 -3.3946
N 1.7557 -3.5858 -1.4235
S 0.9254 -4.0430 -0.1820
O 1.0022 -3.1097 0.9629
O -0.3606 -4.6008 -0.4490
C 1.9788 -5.4583 0.3381
F 1.3487 -6.0828 1.3416
F 2.1081 -6.3069 -0.6872
F 3.1772 -5.1005 0.7501
S 7.0001 -3.4345 5.3972
C 5.7979 -2.8244 4.4187
S 5.9316 -2.6838 2.7187
C 4.3633 -1.9921 2.3858
C 3.5865 -1.7999 3.4674
S 1.9954 -1.0878 3.4277
S 4.2835 -2.2689 4.9938
S 3.9317 -1.6118 0.7353
N -0.1794 0.8670 5.5996
C -0.6463 0.6882 4.2307
C 0.2396 1.4792 3.2994
O 0.7537 2.5864 3.8301
O 0.3972 1.2267 2.1242
H -0.8900 0.6029 6.2684
H 0.5238 2.5418 4.7886
H 0.6118 0.2388 5.7341
H -1.6406 1.1370 4.1094
H -0.6935 -0.3427 3.8823

---

# 10
8
Properties=species:S:1:pos:R:3 method="wB97M-V/def2-TZVPD" e_above_lowest_kj_mol=170.4 fmax_ev_per_a=2.86 total_charge=-1
N -1.2772 -1.0922 0.8321
O 0.6111 0.9662 -1.9804
O 1.1667 2.1350 0.1403
O 1.5614 -0.3217 -0.1304
O -1.4666 0.2193 0.3394
S 0.8558 0.8697 -0.5554
H -0.3961 -0.9660 1.3454
H -1.0550 -1.8103 0.0090

---

# 11
39
Properties=species:S:1:pos:R:3 method="wB97M-V/def2-TZVPD" e_above_lowest_kj_mol=0.0 fmax_ev_per_a=0.53 total_charge=+1
Bi 0.3655 -1.2254 -1.9228
O 4.3376 -1.1095 -0.8588
C 3.1687 -0.9381 -0.6529
O 2.3435 -0.5349 -1.6329
C 2.5875 -1.0706 0.7316
C 3.5285 -1.0823 1.7511
C 3.1354 -1.1152 3.0720
C 1.8010 -1.1216 3.4113
C 0.8455 -1.1250 2.4133
C 1.2120 -1.1377 1.0418
O 0.2416 -1.2561 0.1354
N -0.5586 -1.0983 2.8681
O -0.7405 -1.1693 4.0668
O -1.4555 -0.9918 2.0509
N 4.1533 -1.1177 4.1335
O 3.7545 -1.1416 5.2796
O 5.3155 -1.1135 3.7838
H 4.5780 -1.0612 1.4946
H 1.4987 -1.1211 4.4479
C -4.2822 -1.6215 -1.6564
C -4.7299 -0.3108 -1.6715
C -3.8081 0.7245 -1.7183
C -2.4540 0.4233 -1.7465
N -2.0376 -0.8473 -1.7229
C -2.9181 -1.8445 -1.6805
C -1.3944 1.4521 -1.8199
C -1.6736 2.8092 -1.7799
C -0.6430 3.7336 -1.8361
C 0.6629 3.2829 -1.9238
C 0.8876 1.9213 -1.9700
N -0.1150 1.0331 -1.9246
H -4.9733 -2.4509 -1.6219
H -5.7879 -0.0895 -1.6464
H -4.1554 1.7459 -1.7327
H -2.5128 -2.8498 -1.6518
H -2.6926 3.1538 -1.6972
H -0.8629 4.7920 -1.8123
H 1.4971 3.9680 -1.9569
H 1.8810 1.5055 -2.0448

---

# 12
29
Properties=species:S:1:pos:R:3 method="wB97M-V/def2-TZVPD" e_above_lowest_kj_mol=168.9 fmax_ev_per_a=2.58
C 4.0328 -0.2726 1.5639
C 2.6192 -0.6283 0.9361
Br 2.4299 -2.5751 0.6798
C 2.4141 0.1533 -0.4271
P 1.5025 1.7788 -0.0888
C -0.0103 1.9088 -1.2041
F 0.3198 1.3964 -2.4877
F -0.3768 3.2625 -1.3060
C -1.2640 1.1461 -0.6953
C -2.5207 1.8420 -0.3939
C -3.6833 1.0813 0.0726
C -3.5906 -0.3790 0.2133
C -2.3437 -1.0911 -0.1030
C -2.2471 -2.6432 -0.0029
F -2.5881 -3.1366 1.2238
F -0.9606 -3.0830 -0.2483
F -3.0735 -3.1511 -0.9933
C -1.2064 -0.3016 -0.5437
H 4.4269 -1.1329 2.1714
H 4.7783 0.0655 0.7947
H 3.8578 0.5582 2.3085
H 1.8258 -0.2769 1.6468
H 3.4456 0.3395 -0.8424
H 1.8577 -0.4262 -1.2060
H 2.3996 2.7818 -0.5985
H -2.6365 2.9450 -0.5214
H -4.6436 1.6150 0.2816
H -4.5013 -0.9262 0.5511
H -0.2636 -0.8505 -0.7814

---

no.,total energy (eV)
1,-122645.9539
2,-19232.9092
3,-66114.4518
4,-9350.3122
5,-16019.5391
6,-11119.6397
7,-11069.8987
8,-124302.7982
9,-173514.7901
10,-20546.0532
11,-43913.0395
12,-104502.8743